100
Properties=species:S:1:pos:R:3:mulliken_charge:R:1 method="wB97M-V/def2-TZVPD" total_charge=-1 multiplicity=1 homo_lumo_gap_ev=5.86 e_tot_ev=-115779.4172 e_homo_ev=-6.49
O 7.1658 1.4517 2.4634 -0.554
C 6.8703 1.0893 1.1937 0.719
N 6.5109 0.9956 -0.1552 -0.526
P 4.8114 0.3507 -0.1592 0.023
C 5.1539 -0.6614 -1.7417 0.523
F 3.9614 -0.9734 -2.5626 -0.297
F 6.0330 0.2079 -2.6103 -0.324
C 5.9897 -2.0540 -1.5112 0.357
C 5.5492 -3.4108 -2.3835 -0.475
C 6.3622 -4.8412 -2.2265 -0.118
C 7.6691 -5.0530 -1.2201 -0.634
C 8.1127 -3.6946 -0.3571 0.068
C 9.4263 -3.8177 0.6273 0.711
F 9.0940 -4.0440 2.0565 -0.230
F 10.4459 -4.7979 0.1493 -0.252
F 10.1097 -2.4719 0.5604 -0.275
C 7.2825 -2.2505 -0.5040 -0.240
S 2.7379 -0.1851 -0.0737 1.114
O 2.4960 -1.7237 -0.0666 -0.597
O 1.8397 0.5705 -1.1294 -0.565
F 2.1479 0.3777 1.4739 -0.397
H 4.4791 1.4963 -1.0098 0.034
H 4.6104 1.1407 1.0528 0.076
H 5.1823 -0.7528 0.7058 0.070
H 4.6296 -3.4120 -3.1391 0.237
H 6.0280 -5.7567 -2.8744 0.205
H 8.2553 -6.0841 -1.1505 0.255
H 7.6913 -1.3552 0.1291 0.154
C -2.7721 2.8165 0.6719 -0.066
C -1.9286 3.8287 0.8961 -0.630
C -0.4740 3.6032 1.0085 -0.007
O 0.2986 4.5288 1.2157 -0.601
C 0.0122 2.2168 0.8620 -0.243
C -0.8313 1.2046 0.6378 0.071
C -2.2859 1.4301 0.5254 -0.136
O -3.0584 0.5045 0.3182 -0.623
H -3.8417 2.9645 0.5874 0.809
H -2.2695 4.8513 1.0051 0.466
H 1.0819 2.0688 0.9464 0.537
H -0.4904 0.1820 0.5288 0.316
C -5.6968 1.1585 2.7742 -0.330
C -5.5169 0.5256 3.9376 -0.405
C -5.6829 1.2279 5.2254 0.294
O -5.5164 0.6500 6.2907 -0.584
C -6.0568 2.6554 5.1778 -0.460
C -6.2367 3.2883 4.0145 -0.390
C -6.0707 2.5860 2.7267 0.486
O -6.2372 3.1640 1.6614 -0.582
H -5.5783 0.6584 1.8208 0.522
H -5.2432 -0.5214 3.9892 0.437
H -6.1752 3.1555 6.1313 0.547
H -6.5104 4.3353 3.9629 0.487
C -5.9793 3.8982 -3.3041 -0.428
C -5.2885 4.2357 -2.2108 -0.268
C -3.8554 4.5814 -2.2865 0.494
O -3.2218 4.8885 -1.2861 -0.502
C -3.2159 4.5413 -3.6167 -0.440
C -3.9067 4.2037 -4.7100 -0.384
C -5.3398 3.8581 -4.6342 0.360
O -5.9734 3.5510 -5.6346 -0.572
H -7.0308 3.6411 -3.2659 0.424
H -5.7434 4.2705 -1.2281 0.465
H -2.1644 4.7983 -3.6549 0.446
H -3.4518 4.1689 -5.6927 0.401
C -3.5690 -3.4000 -2.9732 -0.406
C -2.3679 -3.8554 -3.3423 -0.351
C -1.1344 -3.3867 -2.6804 0.194
O -0.0345 -3.8015 -3.0190 -0.495
C -1.2797 -2.3972 -1.5944 -0.312
C -2.4808 -1.9418 -1.2252 -0.196
C -3.7143 -2.4104 -1.8871 0.203
O -4.8142 -1.9957 -1.5486 -0.586
H -4.4836 -3.7327 -3.4487 0.403
H -2.2448 -4.5818 -4.1366 0.388
H -0.3651 -2.0644 -1.1189 0.608
H -2.6040 -1.2154 -0.4309 0.607
C 1.5037 -7.3398 -4.4775 -0.429
C 2.3472 -6.3276 -4.2533 -0.323
C 3.8017 -6.5531 -4.1409 0.489
O 4.5743 -5.6275 -3.9337 -0.497
C 4.2879 -7.9394 -4.2874 -0.341
C 3.4444 -8.9516 -4.5116 -0.458
C 1.9899 -8.7261 -4.6240 0.371
O 1.2173 -9.6517 -4.8312 -0.569
H 0.4340 -7.1918 -4.5620 0.442
H 2.0062 -5.3050 -4.1443 0.489
H 5.3576 -8.0874 -4.2029 0.413
H 3.7854 -9.9742 -4.6206 0.394
C -3.6468 6.7593 5.6643 -0.347
C -2.3776 7.1470 5.8228 -0.421
C -1.4749 6.4497 6.7598 0.350
O -0.3136 6.8052 6.9069 -0.550
C -2.0283 5.3070 7.5133 -0.409
C -3.2975 4.9193 7.3549 -0.293
C -4.2002 5.6166 6.4179 0.564
O -5.3615 5.2612 6.2708 -0.578
H -4.3225 7.2602 4.9818 0.431
H -1.9566 7.9828 5.2768 0.411
H -1.3527 4.8061 8.1959 0.404
H -3.7185 4.0836 7.9008 0.426



17
Properties=species:S:1:pos:R:3:nbo_charge:R:1 method="wB97M-V/def2-TZVPD" total_charge=0 multiplicity=1 homo_lumo_gap_ev=9.86 e_tot_ev=-11925.0957 e_homo_ev=-9.15
C -0.3981 -0.6516 -0.1037 0.710
C 1.0855 0.1635 0.5337 -0.495
C 2.1726 0.2168 -0.5230 -0.622
N -1.1776 0.5761 -0.3414 -0.617
C -2.2497 0.8977 0.3674 0.541
O -0.1488 -1.1980 -1.3416 -0.731
O -0.9551 -1.4759 0.7547 -0.791
O -2.7021 0.1554 1.2868 -0.625
H -0.2436 -2.1577 -1.2694 0.498
H -2.0308 -0.9695 1.0771 0.511
H -0.4111 1.2289 -0.6426 0.434
H -2.6525 1.9022 0.2042 0.158
H 1.3731 -0.5076 1.3456 0.216
H 0.9758 1.1331 1.0279 0.192
H 2.2874 -0.7561 -1.0060 0.221
H 1.9361 0.9634 -1.2835 0.190
H 3.1388 0.4794 -0.0862 0.210



Number 1: maximum force 10.5 eV/Å. Number 2: maximum force 3.6 eV/Å.